Entry 1:
The following is a quantum chemistry calculation of a cluster of 2 separate species, C4H6ClNO3 in total in a non-equilibrium geometry, from the Open Molecules 2025 dataset.

The geometry in XYZ format:
```
15
C4H6ClNO3 (the ωB97M-V functional and the def2-TZVPD basis)
H 1.238 1.227 -2.360
N -2.044 -0.500 -0.225
O -0.184 0.455 -1.199
H 1.622 1.317 0.699
H 0.118 -2.368 0.307
C 1.017 1.094 -1.310
C -0.866 0.300 -0.070
H 2.755 1.963 -0.593
Cl -0.963 1.523 1.132
O -2.889 -0.438 0.648
C 0.107 -1.732 1.166
C 1.832 1.479 -0.342
H 1.019 -1.260 1.469
H -0.679 -1.840 1.884
O -2.084 -1.219 -1.205
```

Properties
total charge = 0
gap between HOMO and LUMO (alpha / beta) = 8.27 / 7.83 eV
energy above the lowest of the compared OMol25 structures with the same formula, charge and spin = 679.1 kJ/mol
lowest unoccupied orbital energy (alpha / beta) = -0.516 / -1.353 eV
energy = -896.427857 Ha
M = 151.5 g/mol
spin multiplicity = 1
HOMO energy (alpha / beta) = -8.7839 / -9.1798 eV

Entry 2:
The following is a quantum chemistry calculation of a cluster of 2 separate species, C4H6ClNS in total in a non-equilibrium geometry, from the Open Molecules 2025 dataset.

The geometry in XYZ format:
```
13
C4H6ClNS (the ωB97M-V functional and the def2-TZVPD basis)
H 1.683 -0.616 1.237
Cl -4.175 -0.007 -1.588
H 0.727 -0.533 2.582
H 0.744 -0.020 -1.796
C 0.036 -0.799 -1.527
H 0.472 -1.887 1.562
H -2.500 -0.687 -0.217
C -0.374 -0.720 -0.338
S -4.167 0.138 1.265
N -0.336 -0.199 0.781
C -3.459 -0.371 -0.189
C 0.638 -0.842 1.593
H -0.203 -1.656 -2.150
```

Properties
total charge = 0
gap between HOMO and LUMO = 8.25 eV
energy above the lowest of the compared OMol25 structures with the same formula, charge and spin = 345.9 kJ/mol
lowest unoccupied orbital energy = -0.611 eV
SMILES = C=C=NC.S=CCl
energy = -1069.006836 Ha
M = 135.6 g/mol
spin multiplicity = 1
HOMO energy = -8.8637 eV

Entry 3:
The following is a quantum chemistry calculation of a cluster of 2 separate species, C4H6ClO4S in total in a non-equilibrium geometry, from the Open Molecules 2025 dataset.

The geometry in XYZ format:
```
16
C4H6ClO4S (the ωB97M-V functional and the def2-TZVPD basis)
H -0.457 -2.062 0.812
H -0.087 -1.301 -2.207
O 2.203 2.071 -0.125
C -0.734 -1.031 0.981
C -1.465 0.843 -0.764
S 1.251 1.253 0.627
H -0.128 -0.470 1.798
O 1.922 0.034 1.188
O -1.652 2.001 -0.829
C -0.681 -0.271 -0.327
C 0.464 -0.736 -1.329
H 1.055 -1.492 -0.866
Cl 0.951 2.443 2.452
O -2.047 -0.264 -1.109
H 1.096 0.177 -1.610
H -1.694 -1.197 1.309
```

Properties
total charge = -1
gap between HOMO and LUMO = 8.31 eV
energy above the lowest of the compared OMol25 structures with the same formula, charge and spin = 41.2 kJ/mol
lowest unoccupied orbital energy = 3.466 eV
energy = -1315.378925 Ha
M = 185.6 g/mol
spin multiplicity = 1
HOMO energy = -4.8438 eV